[1]
A 7-piece molecular cluster, C6H25NO7 overall. Source: the OMol25 dataset; level of theory: ωB97M-V with the def2-TZVPD basis set.

```
39
Properties=species:S:1:pos:R:3:mulliken_spin:R:1
C 0.315 2.414 0.737 -0.0070
N -0.241 1.166 1.291 -0.0242
C -0.865 0.262 0.238 0.2409
C -2.305 -0.106 0.651 -0.1469
C -2.448 -1.483 1.180 0.7376
O -1.708 -1.889 2.177 0.2207
C 1.546 2.153 -0.163 0.0106
C 2.854 2.679 0.466 -0.0001
H 0.546 3.085 1.565 -0.0004
H -0.550 2.822 0.211 0.0070
H 0.466 0.633 1.780 0.0018
H -0.803 0.799 -0.690 -0.0228
H -0.182 -0.582 0.240 -0.0664
H -2.480 0.659 1.426 0.0195
H -3.094 0.262 -0.016 -0.0196
H -3.073 -2.232 0.677 0.0142
H 1.606 1.088 -0.271 -0.0058
H 1.478 2.356 -1.218 -0.0055
H 2.630 3.481 1.166 0.0000
H 3.370 1.895 1.004 0.0006
H 3.534 3.025 -0.294 0.0000
H -1.893 0.522 3.556 -0.0106
H -1.344 1.610 2.698 0.0159
O -1.898 1.488 3.507 0.0157
H -0.879 -0.292 -4.109 0.0040
H -2.044 -0.364 -3.155 0.0000
O -1.761 -0.687 -4.016 -0.0035
H 2.133 -1.518 -0.058 -0.0027
H 2.621 -2.883 -0.478 -0.0003
O 2.793 -1.949 -0.621 0.0025
H 0.849 -0.224 -3.449 0.0008
H 0.996 1.198 -3.885 0.0016
O 0.658 0.682 -3.144 0.0020
H 1.784 -1.579 1.953 0.0040
H 0.344 -2.011 2.290 0.0027
O 1.054 -2.117 1.622 0.0193
H 0.586 -2.860 -2.539 0.0056
H 1.655 -1.885 -2.049 0.0020
O 0.805 -1.923 -2.536 -0.0131
```

The LUMO energy (alpha / beta) comes out at 2.57 / 2.55 eV. As for the spin multiplicity: 2. As for the HOMO energy (alpha / beta): -0.320 / -3.829 eV. As for the HOMO-LUMO gap (alpha / beta): 0.1063 / 0.2344 Eh. Its charge is -1. As for the expectation value of S²: 0.7535.

[2]
A 8-piece molecular cluster, C6H25NO7 overall. Source: the OMol25 dataset; level of theory: ωB97M-V with the def2-TZVPD basis set.

```
39
Properties=species:S:1:pos:R:3:mulliken_charge:R:1
C -2.852 -1.836 1.217 -0.6688
C -2.000 -1.612 2.198 -0.5921
C -0.583 -1.247 2.040 -0.1161
C 0.471 -2.035 1.917 -0.1156
C 1.899 -1.715 1.569 -0.4263
C 1.980 -1.814 0.000 -0.9212
N 1.077 -0.940 -0.716 -0.3461
H -2.567 -2.019 0.185 0.1482
H -3.905 -2.060 1.351 0.3096
H -2.418 -1.364 3.170 0.2917
H -0.468 -0.178 1.863 0.5107
H 0.303 -3.108 1.937 0.2987
H 2.180 -0.697 1.831 0.1177
H 2.504 -2.491 2.030 0.3982
H 1.734 -2.872 -0.138 0.4185
H 3.022 -1.772 -0.322 0.3739
H 0.142 -1.168 -0.391 0.3378
H 1.303 0.027 -0.511 0.1614
O -0.794 -1.115 -2.859 -0.7042
H 0.075 -1.475 -2.618 0.3208
H -1.104 -1.662 -3.590 0.2822
O 2.881 2.158 -1.195 -0.6773
H 3.703 1.773 -1.502 0.3177
H 2.784 2.147 -0.230 0.3914
O -1.581 3.076 -0.735 -0.6785
H -0.914 2.695 -1.335 0.3976
H -1.451 4.023 -0.770 0.3017
O -3.616 -1.175 -2.012 -0.6183
H -3.184 -0.357 -1.764 0.3021
H -2.965 -1.810 -2.308 0.2978
O -0.410 1.866 1.596 -0.6780
H 0.334 1.426 1.240 0.2088
H -0.956 2.169 0.850 0.4075
O 0.327 1.504 -2.231 -0.6563
H 1.284 1.644 -2.202 0.3293
H 0.110 0.636 -2.586 0.3626
O 2.419 2.270 1.510 -0.6825
H 2.350 3.226 1.582 0.2730
H 2.136 1.857 2.330 0.3225
```

The LUMO energy comes out at 0.28 eV. As for the HOMO energy: -9.359 eV. As for the HOMO-LUMO gap: 0.3544 Eh.

[3]
A 7-piece molecular cluster, C6H25NO7 overall. Source: the OMol25 dataset; level of theory: ωB97M-V with the def2-TZVPD basis set.

```
39
Properties=species:S:1:pos:R:3:mulliken_charge:R:1
C -2.095 0.329 1.329 -1.5502
C -1.470 -1.091 1.201 0.7641
C -1.762 -1.893 2.488 -1.4419
C 0.048 -0.943 1.030 0.0638
C 0.867 -0.401 2.198 -1.5516
N 0.606 -2.239 0.578 0.0925
C 1.841 -2.341 0.027 -0.2494
O 2.380 -1.478 -0.636 -0.4669
H -3.034 0.393 0.784 0.3844
H -2.262 0.590 2.367 0.4258
H -1.416 1.035 0.857 0.2353
H -1.938 -1.561 0.340 0.4425
H -1.021 -2.685 2.595 0.3377
H -2.698 -2.464 2.406 0.3951
H -2.001 -1.252 3.332 0.3025
H 0.141 -0.325 0.130 0.1463
H 0.974 -1.194 2.936 0.3111
H 1.877 -0.195 1.856 0.4250
H 0.288 0.383 2.666 0.4087
H 0.229 -3.059 1.021 0.2296
H 2.226 -3.373 0.042 0.3523
O -3.021 1.654 -1.938 -0.6872
H -2.906 2.613 -2.049 0.3881
H -2.445 1.376 -1.226 0.3044
O -1.331 3.648 -1.856 -0.7273
H -1.417 3.367 -0.955 0.3134
H -0.556 3.109 -2.080 0.4386
O 0.648 -2.890 -2.896 -0.6213
H 0.767 -2.250 -3.597 0.2828
H 0.339 -2.446 -2.102 0.3402
O 2.209 0.732 -2.807 -0.6675
H 2.785 0.013 -2.503 0.3223
H 1.825 0.311 -3.586 0.2975
O 0.294 1.636 -1.146 -0.6236
H 0.823 1.804 -0.366 0.2337
H 0.871 1.223 -1.824 0.3552
O 3.351 3.503 0.258 -0.6225
H 2.440 3.710 0.478 0.3011
H 3.543 2.652 0.650 0.3158
```

The LUMO energy comes out at 0.15 eV. As for the HOMO energy: -10.319 eV. As for the HOMO-LUMO gap: 0.3847 Eh.

[4]
A 8-piece molecular cluster, C6H25NO8 overall. Source: the OMol25 dataset; level of theory: ωB97M-V with the def2-TZVPD basis set.

```
40
Properties=species:S:1:pos:R:3:mulliken_spin:R:1
C -1.992 -1.666 -1.374 -0.0113
C -0.580 -2.114 -1.801 -0.0036
C -0.058 -3.138 -0.829 0.0098
C 0.656 -2.824 0.243 0.0113
C -1.901 -0.876 -0.101 -0.0747
N -1.681 0.492 -0.131 0.6737
C -1.446 1.246 -1.329 -0.0131
O -2.026 -1.422 0.990 0.2925
H -2.453 -1.083 -2.173 -0.0009
H -2.613 -2.548 -1.187 -0.0019
H -0.660 -2.521 -2.815 0.0017
H 0.086 -1.248 -1.871 -0.0020
H -0.283 -4.165 -1.097 0.0003
H 0.916 -1.812 0.547 0.0051
H 0.982 -3.574 0.959 -0.0004
H -1.434 0.964 0.761 -0.0345
H -0.628 0.785 -1.907 0.0764
H -1.127 2.257 -1.093 0.0103
H -2.335 1.253 -1.968 0.0475
H 0.253 0.440 3.133 0.0004
H 1.422 1.013 2.191 0.0000
O 0.765 1.247 2.894 0.0000
H -0.368 1.867 1.940 0.0013
H -1.320 3.093 1.707 -0.0002
O -1.000 2.294 1.279 0.0015
H 3.016 0.257 -0.684 0.0004
H 3.099 -1.010 -1.582 -0.0001
O 3.232 -0.054 -1.598 0.0002
H 2.052 1.741 0.325 0.0000
H 3.357 1.510 1.150 0.0001
O 2.584 1.036 0.814 -0.0001
H 0.226 2.610 0.064 0.0000
H 0.904 2.318 -1.318 0.0010
O 1.055 2.751 -0.447 0.0003
H 1.961 0.747 -2.471 -0.0005
H 1.548 1.897 -3.439 0.0003
O 1.207 1.331 -2.741 0.0058
H -0.725 -1.703 3.734 -0.0001
H -1.352 -1.012 2.526 0.0010
O -0.916 -0.820 3.369 0.0025
```

The LUMO energy (alpha / beta) comes out at -3.19 / -8.25 eV. As for the spin multiplicity: 2. As for the HOMO energy (alpha / beta): -13.551 / -13.460 eV. As for the HOMO-LUMO gap (alpha / beta): 0.3807 / 0.1914 Eh. Its charge is +1. As for the expectation value of S²: 0.7716.

Looking at E for the records above, in order, we have -22448.9402; -22449.2162; -22450.1521; -24490.0957 eV.
Looking at relative energy (zero: lowest compared OMol25 entry of this formula, charge and spin) for the records above, in order, we have 35.24; 64.29; 42.70; 0.00 kcal/mol.